The following is a quantum chemistry calculation of 3 unconnected molecules or ions with the total composition C44H48F9NS in a non-equilibrium geometry, from the Open Molecules 2025 dataset.

SMILES string = C#CN1c2ccccc2Sc2cc(CCC(C)C)c(CCC(F)(F)C(F)(F)C(F)(F)C(F)(F)F)c(CCCCCCC)c21.c1ccccc1.c1ccccc1
DFT total energy = -83170.5204 eV
Kohn-Sham gap = 7.999 eV
E_HOMO = -8.077 eV
E_LUMO = -0.08 eV

The geometry in XYZ format:
```
103
Properties=species:S:1:pos:R:3:forces:R:3:lowdin_charge:R:1
S 2.939245 -0.312653 -5.156022 -1.72 -0.90 0.77 0.8472
F 0.644621 4.578629 1.391061 0.16 -0.95 3.73 0.0566
F 0.876779 1.290285 4.135378 -2.03 0.75 -2.85 0.0267
F 2.064272 3.748920 3.023688 -3.57 1.15 -0.31 0.0762
F -1.174193 0.814038 3.101807 2.88 2.03 -0.10 0.0119
F 1.351293 6.691028 2.952508 -2.32 -3.32 1.67 0.0702
F -0.772214 6.120356 3.716614 3.85 -1.70 -0.67 0.0878
F -0.887765 3.351665 4.505070 1.40 -0.31 -3.57 0.0472
F -1.521866 3.382791 2.249206 2.77 -0.45 2.29 0.0663
F 1.096486 5.591286 4.958825 -1.49 -0.31 -4.03 0.0738
N -0.289988 -0.219334 -4.261701 2.11 2.04 -1.34 -0.0887
C -1.386245 2.297342 -4.669551 3.34 -5.65 1.22 0.0894
C -1.367807 -0.206732 -1.423392 0.37 0.07 0.59 -0.1676
C -1.104643 -1.659141 -6.336090 3.22 -0.66 -1.96 0.0220
C 0.048118 1.614526 2.973369 -0.33 -1.24 0.71 -0.2353
C 0.627388 -2.599198 -8.347345 -0.89 2.83 4.88 -0.0671
C -3.756093 -0.104182 1.065825 -1.00 0.55 -0.09 -0.2266
C -6.213932 2.189681 7.146895 0.09 0.04 -0.05 -0.0989
C -3.836228 2.805029 5.833877 -0.09 -0.03 0.03 -0.0851
C 2.779971 -0.450540 -0.633128 -3.22 0.47 -2.59 -0.0955
C -4.451117 -1.465132 3.178380 -0.39 0.79 -1.00 -0.1404
C 3.425243 -5.511134 -4.274154 -0.05 0.00 -0.03 -0.0926
C -5.485690 1.183989 6.517259 0.02 0.08 -0.02 -0.0969
C -0.693692 1.178352 -4.543250 -4.43 4.73 -0.08 -0.1048
C 0.728269 4.246837 2.812554 1.41 0.53 -1.95 -0.1490
C 5.300774 0.887452 2.158290 0.78 -0.34 -0.39 -0.3948
C 0.561551 -0.275227 1.094006 0.88 0.49 -1.13 -0.1151
C 1.480446 -6.817163 -5.768226 0.02 0.06 0.03 -0.0958
C 1.603688 -5.431527 -5.845925 -0.08 -0.18 -0.06 -0.0896
C -4.299569 1.491803 5.856562 -0.06 0.09 0.05 -0.0908
C 5.704707 -0.407052 3.075276 0.25 0.93 0.06 -0.0935
C 3.282890 -0.452307 -2.130635 -2.58 0.16 0.63 -0.0228
C -1.819773 1.254166 -0.871312 -0.69 -0.36 -0.12 -0.1899
C -0.839479 -2.452643 -7.711606 3.13 1.46 1.34 -0.0690
C 0.580703 5.643843 3.605119 0.30 3.40 1.99 -0.2419
C 3.738993 -0.554036 0.651794 0.53 -0.40 -0.70 -0.1802
C 1.527107 -1.106660 -6.105316 -2.76 -1.35 -1.08 -0.3927
C -0.411710 3.151996 3.141148 -1.89 -0.12 0.73 -0.1730
C 0.789871 1.273376 1.586124 0.72 -0.50 0.82 -0.0645
C -5.022197 -0.435834 2.026605 1.69 -0.03 1.33 -0.2361
C -4.562644 3.810048 6.466712 -0.06 -0.09 0.00 -0.0920
C 2.324666 -7.547647 -4.937797 -0.04 0.06 -0.05 -0.1028
C 6.428167 2.033962 2.312464 -0.39 -0.07 0.72 -0.1134
C -3.436377 1.344529 -1.081527 0.15 -0.50 -0.23 -0.2040
C 2.309098 -0.356284 -3.385992 -2.22 -0.21 2.78 -0.3745
C 0.745431 -0.293433 -3.188755 2.62 -0.02 4.33 -0.1299
C 3.296323 -6.893766 -4.187976 -0.01 0.09 -0.03 -0.1022
C 2.576725 -4.780549 -5.102968 0.12 -0.16 0.13 -0.0877
C -5.753566 3.503679 7.119566 0.06 -0.10 -0.04 -0.0985
C 5.032515 0.435353 0.609305 -0.03 -0.76 0.74 -0.1765
C -4.217205 0.040035 -0.486417 0.75 0.69 0.07 -0.2054
C 0.084142 -0.960131 -5.500728 -0.16 -2.63 -4.47 -0.1705
C 1.191294 -0.335771 -0.414472 0.97 -0.32 -3.18 -0.0482
C 0.216900 -0.280187 -1.683085 2.22 -0.34 -0.37 -0.0211
C 1.801038 -1.914023 -7.486933 -3.15 -0.27 0.25 -0.0652
H 1.163274 -1.006233 1.744515 -0.95 1.26 -0.83 0.1195
H -3.735385 0.708561 5.359988 -0.04 0.07 0.05 0.0882
H -4.200453 4.833551 6.450299 -0.04 -0.11 0.00 0.1008
H 2.865186 -2.024326 -7.946465 -2.00 0.45 1.33 0.0952
H -5.348649 0.252218 -0.602650 1.81 -0.37 0.48 0.1092
H 5.916971 -0.222557 0.220981 -1.35 1.48 0.72 0.1217
H 4.427323 -0.509324 -2.319788 -2.29 0.08 0.25 0.1021
H -1.654205 -0.990832 -0.606035 0.64 1.34 -1.54 0.1035
H 4.866528 -0.552103 3.848136 1.35 -0.26 -1.22 0.0805
H -0.538331 -0.601218 1.131859 1.74 0.71 -0.23 0.0911
H -4.009216 -0.928162 -1.091626 -0.22 1.67 1.04 0.1086
H 2.671160 -3.706322 -5.172889 0.02 0.09 0.03 0.0790
H -5.284211 0.547721 2.597680 0.06 -1.76 -1.25 0.1080
H 5.930641 3.054057 2.105261 1.10 -1.52 0.04 0.0780
H 3.208034 -0.366829 1.660401 0.45 -0.28 -1.94 0.0878
H 3.954176 -7.461535 -3.537874 -0.05 0.05 -0.06 0.0982
H -5.843448 0.159112 6.540822 0.03 0.10 -0.01 0.0972
H 0.723635 -7.327758 -6.355954 0.07 0.05 0.07 0.0986
H 5.941825 -1.349426 2.457346 -0.62 1.42 1.02 0.0790
H -2.206532 -1.600739 -6.014490 2.08 0.05 -0.29 0.0923
H -2.015201 -0.472869 -2.350206 1.54 0.54 1.38 0.1185
H -5.220684 -1.498561 4.037318 1.50 -0.28 -1.22 0.0689
H 6.766016 2.051847 3.429443 -0.59 0.05 -1.98 0.0791
H -4.280132 -2.478996 2.664160 -0.38 1.35 1.07 0.0745
H -5.926944 -0.870499 1.468509 1.43 0.70 0.87 0.1031
H 6.663610 -0.125864 3.657259 -1.56 -0.61 -0.88 0.0724
H -6.322363 4.288229 7.608082 0.05 -0.07 -0.04 0.0990
H 0.524294 2.039907 0.772661 0.11 -1.28 1.28 0.1285
H -1.257101 2.093570 -1.434280 -1.04 -1.37 0.77 0.1160
H 4.319565 1.304921 2.590827 1.39 -0.50 -0.76 0.1110
H 4.148450 -1.646741 0.718271 -0.86 1.89 -0.17 0.1291
H -3.408359 -1.069371 3.515909 -1.97 -0.67 -0.32 0.0660
H -2.910028 3.044113 5.323485 -0.18 -0.04 0.09 0.0762
H 4.884380 1.322854 -0.105843 0.12 -1.28 1.19 0.1167
H -1.689219 -2.940599 -8.329281 1.38 1.08 1.51 0.0827
H 4.187961 -5.000451 -3.694037 -0.09 -0.04 -0.05 0.0993
H -2.895851 -0.866991 1.222376 -1.58 1.07 -0.42 0.0958
H 0.942808 -4.856147 -6.486518 0.05 -0.05 0.05 0.0816
H -1.572557 1.367236 0.248904 -0.35 -0.28 -1.78 0.0699
H -2.008723 3.274624 -4.620434 1.72 -2.35 -0.31 0.0616
H -3.328223 0.919054 1.426485 -0.75 -1.80 -0.68 0.1025
H 0.810120 -3.152213 -9.349846 -0.25 1.14 2.09 0.0936
H -7.140465 1.949875 7.659071 0.09 0.02 -0.05 0.0990
H -3.604825 1.398077 -2.224119 0.10 0.16 1.79 0.1031
H 1.933108 1.397992 1.791691 -2.10 -0.09 -0.30 0.1214
H -3.909941 2.259844 -0.540694 1.01 -1.42 -1.09 0.1185
H 2.225279 -8.626805 -4.875227 0.01 0.10 -0.01 0.0984
H 7.381942 1.853384 1.675519 -1.80 0.33 0.92 0.0904
```
Positions in Å, forces in eV/Å.